C74H86F12N21O39S12 as an isolated structure at a distorted geometry, computed with the ωB97M-V functional and the def2-TZVPD basis.

```
! wB97M-V def2-TZVPD RIJCOSX def2/J DEFGRID3
* xyz 1 1
C -8.034 3.688 -0.671
N -6.556 3.596 -0.615
C -5.943 3.333 -1.789
C -4.559 3.532 -1.885
C -3.851 3.955 -0.752
C -4.521 4.182 0.445
C -5.884 3.957 0.473
C -2.374 4.298 -0.721
C -1.578 3.953 0.382
C -0.212 4.298 0.386
N 0.310 5.029 -0.586
C -0.440 5.333 -1.654
C -1.768 5.011 -1.717
C 1.718 5.499 -0.479
H -8.274 4.593 -0.082
H -8.507 2.883 -0.142
H -8.348 3.674 -1.697
H -6.590 3.111 -2.598
H -4.002 3.396 -2.863
H -4.115 4.514 1.376
H -6.457 4.100 1.416
H -1.944 3.298 1.152
H 0.503 3.992 1.175
H -0.033 5.957 -2.472
H -2.295 5.368 -2.613
H 2.101 5.591 -1.473
H 2.221 4.596 -0.065
H 1.943 6.423 0.003
C 2.178 2.397 -2.663
N 2.917 2.439 -3.975
C 2.580 3.256 -4.969
C 3.193 3.154 -6.212
C 4.093 2.109 -6.415
C 4.537 1.328 -5.358
C 3.939 1.546 -4.123
C 4.525 1.902 -7.802
C 3.570 1.925 -8.799
C 3.969 1.656 -10.085
N 5.246 1.530 -10.369
C 6.222 1.462 -9.439
C 5.890 1.629 -8.173
C 5.699 1.432 -11.785
H 1.482 1.562 -2.745
H 1.602 3.315 -2.563
H 2.970 2.194 -1.978
H 1.766 3.998 -4.843
H 3.018 3.902 -6.983
H 5.218 0.486 -5.434
H 4.137 0.905 -3.296
H 2.549 2.190 -8.596
H 3.333 1.632 -10.927
H 7.234 1.365 -9.857
H 6.639 1.524 -7.418
H 6.296 0.484 -11.836
H 6.436 2.205 -11.990
H 4.878 1.420 -12.530
C -4.751 -6.928 4.368
N -4.896 -5.757 5.339
C -6.062 -5.118 5.405
C -6.164 -3.954 6.138
C -5.004 -3.397 6.680
C -3.791 -4.130 6.568
C -3.785 -5.342 5.963
C -4.889 -1.995 7.206
C -3.822 -1.687 8.082
C -3.827 -0.422 8.662
N -4.740 0.495 8.294
C -5.733 0.233 7.417
C -5.846 -1.036 6.892
C -4.754 1.801 8.943
H -4.618 -7.888 4.821
H -4.018 -6.625 3.609
H -5.724 -6.946 3.871
H -6.907 -5.498 4.833
H -7.128 -3.542 6.239
H -2.810 -3.753 6.836
H -2.826 -5.862 5.765
H -3.068 -2.395 8.375
H -3.070 -0.024 9.313
H -6.389 1.029 7.022
H -6.621 -1.234 6.206
H -5.124 2.586 8.315
H -3.785 2.059 9.347
H -5.441 1.712 9.787
C 5.861 -5.580 -4.327
N 4.571 -5.517 -3.632
C 4.541 -5.293 -2.346
C 3.310 -5.269 -1.664
C 2.127 -5.311 -2.345
C 2.248 -5.442 -3.750
C 3.443 -5.514 -4.407
C 0.716 -5.328 -1.740
C -0.269 -4.544 -2.359
C -1.591 -4.616 -1.906
N -1.949 -5.382 -0.874
C -1.034 -6.164 -0.342
C 0.278 -6.143 -0.720
C -3.295 -5.199 -0.210
H 5.985 -6.476 -4.876
H 6.728 -5.623 -3.669
H 5.921 -4.698 -4.966
H 5.441 -4.848 -1.994
H 3.390 -4.889 -0.625
H 1.376 -5.343 -4.314
H 3.560 -5.499 -5.471
H 0.062 -3.805 -3.072
H -2.414 -3.966 -2.278
H -1.319 -6.765 0.556
H 1.005 -6.802 -0.186
H -3.547 -6.176 0.248
H -4.057 -4.916 -0.945
H -3.172 -4.424 0.540
C -1.430 -0.340 4.358
N -1.401 -0.546 2.909
C -0.212 -0.371 2.292
C -0.060 -0.244 0.944
C -1.131 -0.500 0.153
C -2.352 -0.791 0.780
C -2.456 -0.745 2.152
C -1.143 -0.425 -1.313
C -0.268 -1.062 -2.131
C -0.312 -1.014 -3.522
N -1.337 -0.281 -4.030
C -2.224 0.389 -3.283
C -2.204 0.249 -1.923
C -1.496 -0.052 -5.484
H -0.485 -0.699 4.744
H -2.187 -0.961 4.729
H -1.560 0.737 4.496
H 0.564 -0.088 2.942
H 0.875 0.139 0.486
H -3.341 -0.830 0.227
H -3.441 -0.885 2.622
H 0.618 -1.505 -1.698
H 0.300 -1.511 -4.278
H -2.881 1.011 -3.831
H -3.007 0.759 -1.378
H -2.545 0.056 -5.676
H -1.017 -0.837 -6.064
H -1.017 0.899 -5.736
C 2.251 -0.750 6.520
N 3.025 0.200 5.687
C 4.241 -0.135 5.166
C 4.923 0.722 4.273
C 4.340 1.946 3.991
C 3.081 2.243 4.600
C 2.485 1.354 5.388
C 4.838 2.877 3.107
C 5.312 2.526 1.839
C 5.692 3.543 1.008
N 5.735 4.843 1.379
C 5.347 5.213 2.601
C 4.790 4.235 3.415
C 6.193 5.866 0.400
H 1.757 -1.468 5.852
H 1.486 -0.185 7.068
H 2.919 -1.210 7.237
H 4.706 -1.094 5.414
H 5.899 0.420 3.970
H 2.629 3.124 4.267
H 1.541 1.580 5.896
H 5.336 1.509 1.523
H 6.070 3.303 -0.023
H 5.281 6.274 2.835
H 4.342 4.477 4.376
H 7.000 5.642 -0.307
H 6.508 6.728 1.034
H 5.362 6.087 -0.287
O 6.263 3.808 -4.219
C 5.888 4.147 -2.817
O 6.883 4.210 -2.036
O 4.710 4.404 -2.607
H 7.206 3.810 -4.203
O 4.306 -1.618 -3.298
C 3.254 -2.268 -3.849
O 2.146 -2.253 -3.187
O 3.446 -2.905 -4.885
H 4.025 -1.267 -2.454
N 2.175 2.209 0.965
O 1.500 2.248 -0.063
O 2.409 1.114 1.532
O 2.531 3.229 1.523
N -1.226 3.439 -4.459
O -0.708 4.570 -4.696
O -2.472 3.168 -4.762
O -0.521 2.510 -3.992
N -1.966 -4.709 3.025
O -1.877 -5.968 2.960
O -1.204 -3.921 2.385
O -2.884 -4.225 3.824
N -6.510 1.108 3.781
S -5.991 2.507 4.389
O -6.498 2.626 5.659
O -6.163 3.560 3.445
F -4.403 2.148 4.540
S -6.468 0.938 2.179
O -5.138 0.941 1.528
O -7.569 1.540 1.517
F -6.920 -0.546 2.293
N -2.324 4.027 5.302
S -0.914 3.961 4.692
O -0.915 4.836 3.508
O -0.193 2.715 4.586
F -0.072 4.740 5.775
S -2.809 3.403 6.615
O -2.527 1.999 6.774
O -3.986 4.075 6.957
F -1.786 4.136 7.686
N 0.234 -2.272 7.461
S 0.247 -3.499 6.543
O 0.312 -2.922 5.219
O -0.778 -4.459 6.670
F 1.637 -4.227 6.796
S 0.046 -2.519 9.122
O -0.053 -1.161 9.662
O 0.930 -3.416 9.798
F -1.380 -3.143 9.221
N 3.937 -0.654 -0.208
S 3.909 -1.809 0.888
O 4.067 -1.275 2.247
O 4.692 -2.966 0.495
F 2.527 -2.462 0.851
S 5.521 -0.341 -0.415
O 6.444 -0.483 0.718
O 5.653 0.883 -1.245
F 5.932 -1.573 -1.363
N 1.972 -0.561 -8.864
S 1.948 -1.256 -10.348
O 3.180 -1.886 -10.624
O 1.495 -0.282 -11.330
F 0.846 -2.268 -10.355
S 1.873 -1.516 -7.551
O 1.064 -2.674 -7.617
O 1.627 -0.719 -6.363
F 3.332 -2.015 -7.418
N -6.101 -2.422 -2.670
S -4.805 -1.695 -2.748
O -3.609 -2.396 -2.385
O -4.886 -0.392 -2.274
F -4.723 -1.474 -4.309
S -6.455 -3.723 -3.529
O -5.861 -4.846 -3.024
O -6.375 -3.553 -4.964
F -7.981 -3.849 -3.109
*
```

E in hartree: -12931.617530
Highest occupied orbital energy in Eh: -0.3564
Maximum force in eV/Å: 5.554

Atomic partial charges in e from the Mulliken method, atoms 1 to 99: atom 1 (C): -0.83, atom 2 (N): 0.48, atom 3 (C): -0.69, atom 4 (C): 0.03, atom 5 (C): 0.26, atom 6 (C): -0.77, atom 7 (C): -0.87, atom 8 (C): 1.01, atom 9 (C): -1.29, atom 10 (C): -1.05, atom 11 (N): 0.42, atom 12 (C): -0.55, atom 13 (C): -0.24, atom 14 (C): -0.59, atom 15 (H): 0.36, atom 16 (H): 0.31, atom 17 (H): 0.34, atom 18 (H): 0.44, atom 19 (H): 0.30, atom 20 (H): 0.74, atom 21 (H): 0.60, atom 22 (H): 0.84, atom 23 (H): 0.94, atom 24 (H): 0.24, atom 25 (H): 0.68, atom 26 (H): 0.35, atom 27 (H): -0.01, atom 28 (H): 0.37, atom 29 (C): -0.76, atom 30 (N): 1.37, atom 31 (C): -0.14, atom 32 (C): -1.27, atom 33 (C): 1.34, atom 34 (C): -0.87, atom 35 (C): -0.27, atom 36 (C): 0.06, atom 37 (C): -0.83, atom 38 (C): -0.21, atom 39 (N): 0.10, atom 40 (C): -0.38, atom 41 (C): -0.78, atom 42 (C): -0.93, atom 43 (H): 0.15, atom 44 (H): -0.46, atom 45 (H): 0.77, atom 46 (H): 0.37, atom 47 (H): 0.75, atom 48 (H): 0.57, atom 49 (H): 0.33, atom 50 (H): 0.34, atom 51 (H): 0.45, atom 52 (H): 0.47, atom 53 (H): 0.64, atom 54 (H): 0.38, atom 55 (H): 0.37, atom 56 (H): 0.29, atom 57 (C): -0.66, atom 58 (N): 0.20, atom 59 (C): -0.19, atom 60 (C): -0.84, atom 61 (C): 0.72, atom 62 (C): 0.18, atom 63 (C): -0.86, atom 64 (C): 1.22, atom 65 (C): -0.88, atom 66 (C): -0.42, atom 67 (N): 0.43, atom 68 (C): -0.42, atom 69 (C): -0.99, atom 70 (C): -1.32, atom 71 (H): 0.31, atom 72 (H): 0.20, atom 73 (H): 0.29, atom 74 (H): 0.35, atom 75 (H): 0.64, atom 76 (H): -0.34, atom 77 (H): 0.55, atom 78 (H): 0.95, atom 79 (H): 0.46, atom 80 (H): 0.66, atom 81 (H): 0.45, atom 82 (H): 0.45, atom 83 (H): 0.40, atom 84 (H): 0.37, atom 85 (C): -1.04, atom 86 (N): 0.18, atom 87 (C): -0.16, atom 88 (C): -0.63, atom 89 (C): 0.90, atom 90 (C): -0.44, atom 91 (C): -0.75, atom 92 (C): 0.71, atom 93 (C): -0.19, atom 94 (C): -0.85, atom 95 (N): 0.19, atom 96 (C): -0.37, atom 97 (C): -0.38, atom 98 (C): -0.41, atom 99 (H): 0.39


A 9-piece molecular cluster, C75H167N8O overall at a distorted geometry, computed with the ωB97M-V functional and the def2-TZVPD basis.

```
! wB97M-V def2-TZVPD RIJCOSX def2/J DEFGRID3
* xyz 7 1
C 0.807 1.401 0.123
C 1.224 0.148 -0.640
C 0.441 0.047 -1.981
O 2.608 0.102 -0.593
H -0.250 1.575 0.324
H 0.887 2.238 -0.571
H 1.366 1.709 1.007
H 0.893 -0.632 0.047
H 1.059 0.433 -2.792
H -0.525 0.550 -1.931
H 0.440 -1.013 -2.237
C -5.772 -5.087 -2.611
C -4.551 -5.399 -3.530
C -3.412 -4.429 -3.381
C -2.384 -4.803 -4.450
N -1.226 -3.779 -4.453
C -1.738 -2.314 -4.904
C -0.589 -1.777 -5.742
C 0.477 -2.814 -5.886
C -0.202 -4.144 -5.542
C -0.580 -3.726 -3.061
H -6.171 -4.073 -2.605
H -5.342 -5.144 -1.611
H -6.507 -5.876 -2.770
H -4.787 -5.592 -4.576
H -4.095 -6.362 -3.302
H -2.899 -4.584 -2.432
H -3.798 -3.411 -3.334
H -2.759 -4.812 -5.474
H -1.841 -5.725 -4.246
H -1.955 -1.980 -3.889
H -2.621 -2.434 -5.532
H -0.267 -0.787 -5.419
H -0.850 -1.430 -6.742
H 1.431 -2.670 -5.380
H 0.887 -2.940 -6.888
H 0.516 -4.853 -5.129
H -0.776 -4.536 -6.381
H -1.246 -3.136 -2.431
H 0.272 -3.088 -3.299
H -0.182 -4.657 -2.657
C 0.673 -3.115 1.257
C 0.293 -4.375 2.010
C -0.998 -5.000 1.405
C -1.438 -6.346 2.060
N -2.684 -7.079 1.480
C -2.540 -7.778 0.118
C -1.812 -9.016 0.343
C -1.967 -9.312 1.761
C -2.950 -8.307 2.338
C -3.880 -6.153 1.681
H -0.155 -2.434 1.058
H 0.989 -3.439 0.266
H 1.507 -2.623 1.758
H 0.135 -4.294 3.086
H 1.136 -5.062 1.925
H -0.886 -4.951 0.321
H -1.785 -4.270 1.214
H -1.534 -6.179 3.133
H -0.607 -7.050 2.010
H -3.512 -8.103 -0.253
H -2.226 -7.054 -0.634
H -2.308 -9.725 -0.321
H -0.757 -8.946 0.077
H -2.281 -10.336 1.967
H -1.003 -9.299 2.270
H -3.957 -8.606 2.047
H -3.128 -8.115 3.396
H -4.141 -5.832 2.690
H -4.742 -6.621 1.206
H -3.739 -5.359 0.948
C -3.716 9.812 -0.512
C -3.799 8.306 -0.794
C -3.025 7.468 0.221
C -1.659 7.914 0.739
N -1.145 7.062 1.917
C -0.754 5.637 1.531
C 0.350 5.190 2.393
C 1.050 6.471 2.829
C 0.295 7.603 2.213
C -1.997 7.053 3.214
H -4.534 10.324 -1.019
H -2.760 10.313 -0.660
H -3.988 10.022 0.522
H -3.250 8.258 -1.734
H -4.818 7.934 -0.906
H -3.005 6.414 -0.055
H -3.748 7.479 1.036
H -1.516 8.942 1.074
H -0.959 7.691 -0.066
H -1.596 4.944 1.523
H -0.345 5.683 0.522
H 0.014 4.580 3.232
H 0.984 4.528 1.803
H 0.849 6.485 3.900
H 2.119 6.370 2.641
H 0.397 8.581 2.683
H 0.744 7.714 1.226
H -3.048 6.839 3.017
H -1.923 7.926 3.862
H -1.511 6.296 3.829
C -4.292 -3.693 5.818
C -2.900 -3.131 5.509
C -2.974 -2.006 4.378
C -3.455 -0.658 5.091
N -3.396 0.517 4.159
C -1.951 0.676 3.581
C -1.641 2.167 3.868
C -2.386 2.585 5.140
C -3.724 1.842 4.820
C -4.365 0.298 2.931
H -4.258 -4.564 6.472
H -4.835 -4.008 4.927
H -4.864 -2.897 6.296
H -2.171 -3.889 5.221
H -2.490 -2.685 6.415
H -3.742 -2.311 3.666
H -1.978 -2.036 3.936
H -2.727 -0.431 5.869
H -4.481 -0.657 5.459
H -1.987 0.480 2.510
H -1.184 0.206 4.196
H -1.946 2.722 2.981
H -0.559 2.286 3.909
H -2.576 3.655 5.056
H -1.874 2.358 6.075
H -4.258 2.519 4.153
H -4.486 1.736 5.592
H -5.356 0.271 3.383
H -4.056 -0.638 2.465
H -4.361 1.142 2.241
C 3.281 -4.456 5.876
C 3.954 -3.602 4.758
C 3.289 -2.360 4.532
C 3.945 -1.378 3.482
N 3.346 0.115 3.642
C 3.986 1.090 2.669
C 3.728 2.476 3.313
C 3.684 2.303 4.809
C 3.696 0.800 5.001
C 1.768 0.084 3.399
H 3.870 -5.324 6.170
H 2.351 -4.834 5.451
H 3.090 -3.894 6.790
H 4.005 -4.253 3.886
H 5.024 -3.393 4.777
H 2.967 -1.971 5.498
H 2.398 -2.678 3.990
H 3.710 -1.595 2.440
H 5.022 -1.280 3.613
H 3.467 0.901 1.730
H 5.066 0.949 2.627
H 2.855 2.958 2.873
H 4.547 3.157 3.077
H 2.835 2.755 5.323
H 4.570 2.592 5.374
H 2.883 0.347 5.568
H 4.703 0.527 5.316
H 1.887 -0.568 2.534
H 1.315 1.049 3.171
H 1.302 -0.432 4.240
C 6.356 4.809 0.424
C 5.579 3.675 -0.257
C 5.066 3.902 -1.714
C 4.542 2.560 -2.238
N 3.946 2.532 -3.642
C 3.542 1.084 -4.054
C 2.310 1.095 -4.980
C 1.719 2.518 -4.870
C 2.517 3.146 -3.686
C 4.734 3.196 -4.706
H 6.863 4.409 1.302
H 5.722 5.613 0.800
H 7.285 5.180 -0.010
H 4.883 3.338 0.512
H 6.278 2.838 -0.238
H 5.933 4.126 -2.336
H 4.359 4.689 -1.976
H 3.842 2.203 -1.482
H 5.334 1.813 -2.192
H 4.426 0.590 -4.456
H 3.417 0.467 -3.164
H 2.609 0.938 -6.016
H 1.632 0.251 -4.857
H 1.939 3.007 -5.819
H 0.639 2.469 -4.734
H 2.609 4.229 -3.766
H 2.164 2.830 -2.704
H 5.711 2.744 -4.878
H 5.025 4.195 -4.381
H 4.177 3.320 -5.635
C 7.030 -5.916 1.236
C 5.544 -6.085 0.725
C 5.295 -5.242 -0.517
C 5.607 -3.709 -0.406
N 5.144 -2.831 -1.565
C 5.773 -3.239 -2.981
C 4.517 -3.096 -3.911
C 3.457 -3.610 -3.085
C 3.605 -2.731 -1.877
C 5.623 -1.352 -1.212
H 7.753 -5.715 0.446
H 7.346 -6.808 1.777
H 7.056 -5.030 1.872
H 4.953 -5.763 1.582
H 5.308 -7.146 0.641
H 4.215 -5.322 -0.644
H 5.776 -5.792 -1.325
H 6.651 -3.596 -0.115
H 5.276 -3.352 0.569
H 6.675 -2.697 -3.264
H 6.074 -4.286 -3.019
H 4.402 -2.045 -4.174
H 4.643 -3.678 -4.824
H 2.531 -3.588 -3.659
H 3.667 -4.639 -2.794
H 3.222 -1.720 -2.021
H 3.144 -3.090 -0.957
H 5.396 -0.748 -2.090
H 6.696 -1.541 -1.207
H 5.147 -0.968 -0.309
C -7.032 8.324 -2.848
C -7.049 6.789 -2.462
C -5.810 5.973 -3.087
C -5.613 4.471 -2.629
N -4.200 3.831 -3.061
C -4.202 2.294 -2.736
C -2.718 2.014 -2.270
C -1.989 3.241 -2.072
C -2.992 4.343 -2.268
C -4.097 3.937 -4.571
H -7.887 8.856 -2.432
H -6.869 8.561 -3.899
H -6.184 8.736 -2.301
H -8.020 6.313 -2.596
H -6.787 6.537 -1.434
H -4.851 6.490 -3.061
H -6.205 6.043 -4.100
H -6.378 3.785 -2.996
H -5.682 4.505 -1.542
H -4.279 1.720 -3.660
H -4.936 2.059 -1.966
H -2.237 1.502 -3.104
H -2.651 1.334 -1.421
H -1.238 3.334 -2.856
H -1.456 3.306 -1.123
H -2.609 5.333 -2.514
H -3.328 4.541 -1.250
H -4.108 5.007 -4.776
H -4.875 3.470 -5.176
H -3.069 3.721 -4.862
*
```

Relative energy (zero: lowest compared OMol25 entry of this formula, charge and spin) in kcal per mole: 271.0
E in hartree: -3467.967439
Highest occupied orbital energy in Eh: -0.7259
Maximum force in eV/Å: 4.004

Atomic partial charges in e from the Mulliken method, atoms 1 to 99: atom 1 (C): -0.66, atom 2 (C): 2.66, atom 3 (C): 0.57, atom 4 (O): -0.16, atom 5 (H): 0.30, atom 6 (H): 0.00, atom 7 (H): -0.48, atom 8 (H): -1.60, atom 9 (H): -0.12, atom 10 (H): -0.57, atom 11 (H): -0.57, atom 12 (C): -1.08, atom 13 (C): -0.67, atom 14 (C): 0.34, atom 15 (C): -1.17, atom 16 (N): 0.37, atom 17 (C): -0.74, atom 18 (C): -0.33, atom 19 (C): -0.15, atom 20 (C): -0.67, atom 21 (C): -0.78, atom 22 (H): 0.38, atom 23 (H): 0.09, atom 24 (H): 0.38, atom 25 (H): 0.46, atom 26 (H): 0.34, atom 27 (H): -0.08, atom 28 (H): 0.29, atom 29 (H): 0.57, atom 30 (H): 0.44, atom 31 (H): 0.41, atom 32 (H): 0.43, atom 33 (H): -0.05, atom 34 (H): 0.50, atom 35 (H): -0.38, atom 36 (H): 0.76, atom 37 (H): 0.40, atom 38 (H): 0.48, atom 39 (H): 0.51, atom 40 (H): -0.13, atom 41 (H): 0.24, atom 42 (C): -0.13, atom 43 (C): -0.74, atom 44 (C): -0.46, atom 45 (C): -1.54, atom 46 (N): 0.38, atom 47 (C): -0.37, atom 48 (C): -0.37, atom 49 (C): -0.84, atom 50 (C): -0.70, atom 51 (C): -1.14, atom 52 (H): 0.48, atom 53 (H): 0.03, atom 54 (H): -0.47, atom 55 (H): 0.39, atom 56 (H): 0.63, atom 57 (H): 0.16, atom 58 (H): 0.51, atom 59 (H): 0.53, atom 60 (H): 0.45, atom 61 (H): 0.43, atom 62 (H): 0.05, atom 63 (H): 0.33, atom 64 (H): 0.32, atom 65 (H): 0.50, atom 66 (H): 0.30, atom 67 (H): 0.48, atom 68 (H): 0.48, atom 69 (H): 0.39, atom 70 (H): 0.46, atom 71 (H): 0.35, atom 72 (C): -1.58, atom 73 (C): 0.19, atom 74 (C): -0.18, atom 75 (C): -0.75, atom 76 (N): 0.49, atom 77 (C): -0.94, atom 78 (C): 0.77, atom 79 (C): -0.91, atom 80 (C): -0.75, atom 81 (C): -0.77, atom 82 (H): 0.37, atom 83 (H): 0.37, atom 84 (H): 0.41, atom 85 (H): 0.19, atom 86 (H): 0.06, atom 87 (H): -0.15, atom 88 (H): 0.33, atom 89 (H): 0.52, atom 90 (H): 0.29, atom 91 (H): 0.38, atom 92 (H): 0.16, atom 93 (H): -0.04, atom 94 (H): -0.06, atom 95 (H): 0.40, atom 96 (H): 0.37, atom 97 (H): 0.51, atom 98 (H): 0.38, atom 99 (H): 0.30


- Which value of highest occupied orbital energy does entry 2 give?
  -0.7259 Eh